This record from the Open Molecules 2025 dataset describes 6 unconnected molecules or ions with the total composition C3H21N2O5S2 at a distorted geometry. The level of theory is ωB97M-V/def2-TZVPD.

**HOMO-LUMO gap**: 9.8 eV
**F_max**: 2.49 eV Å⁻¹
**Calculated total energy**: -38334.733 eV
**Total charge**: +1
**Relative energy (zero: lowest compared OMol25 entry of this formula, charge and spin)**: 20.17 kcal/mol

Structure (XYZ):
```
33
C3H21N2O5S2, DFT ωB97M-V/def2-TZVPD
H -0.032 -1.278 0.592
N -0.894 -0.811 0.307
H 0.485 3.592 -2.070
H 2.353 -1.282 2.577
H 0.964 1.084 -1.758
C -0.674 -0.078 -1.009
H -1.289 -0.213 1.032
H 1.075 0.664 -0.032
H 3.589 1.766 1.070
H 0.889 -3.402 1.223
H 0.926 -2.267 -3.376
H -0.861 -0.759 -1.823
H -4.156 -1.300 1.681
S 2.004 -1.033 -1.361
O 2.865 1.631 1.691
H -1.493 1.605 -1.989
H -3.088 -2.168 2.418
N -2.725 1.134 -0.322
H -0.852 2.013 -0.424
H -1.523 -1.612 0.191
C 0.827 0.296 -1.023
H 2.215 -0.049 1.652
S 1.795 -1.247 -3.375
O -3.228 -1.552 1.684
H -3.421 0.765 -0.963
C -1.424 1.255 -0.951
H -3.069 1.980 0.109
O 0.164 -3.881 1.656
H 2.744 2.475 2.139
H 1.871 4.141 -2.167
O 1.300 3.655 -1.557
O 2.004 -0.997 1.725
H 0.660 -4.124 2.453
```